C7H11N | ωB97M-V/def2-TZVPD

XYZ file:
```
19
C7H11N, DFT ωB97M-V/def2-TZVPD
C 1.297 0.608 0.233
C 0.825 -0.009 -1.053
C -0.554 0.218 -1.433
C -1.433 0.230 -0.166
C -0.948 -0.526 1.058
C 0.247 0.368 1.403
C -1.017 0.992 1.188
H 2.145 0.066 0.460
H 1.511 1.644 0.119
H 1.587 0.461 -1.750
H -0.819 1.098 -2.102
H -1.050 -0.550 -2.006
H -2.606 0.267 -0.314
H 0.726 -1.905 -0.118
H -1.337 -1.387 1.520
H 0.647 -0.050 2.394
H -1.650 1.365 2.037
H 1.521 -1.948 -1.781
N 1.261 -1.479 -0.834
```

Summary:
Orbital gap, eV: 9.7738
Calculated total energy, hartree: -327.93537
SMILES: N[C@H]1C[C@@H]2[C@@H]3[C@H](C1)[C@H]23
Energy relative to the best compared isomer or geometry (same formula, charge and spin), kcal/mol: 95.8
HOMO energy, eV: -8.64

C9H14O | ωB97M-V/def2-TZVPD

XYZ file:
```
24
C9H14O, DFT ωB97M-V/def2-TZVPD
C 1.289 2.547 1.371
C 2.387 1.961 0.647
H 1.498 3.633 1.293
H 0.308 2.307 0.905
H 1.315 2.358 2.514
H 2.214 0.851 0.524
H 2.258 2.423 -0.373
H 3.442 1.981 0.930
C -1.528 -1.090 -2.901
C -1.132 -1.145 -1.451
C -0.830 0.010 -0.764
C -1.079 -2.344 -0.714
C -0.422 -0.001 0.590
C -0.617 -2.403 0.596
C -0.428 -1.189 1.278
O -0.416 -1.349 2.685
H -1.429 -0.077 -3.355
H -2.530 -1.401 -3.183
H -0.818 1.001 -1.338
H -1.255 -3.275 -1.213
H -0.466 0.868 1.247
H -0.736 -3.258 1.171
H -0.075 -0.647 3.142
H -0.948 -1.762 -3.599
```

Summary:
Orbital gap, eV: 9.4530
Calculated total energy, hartree: -426.51568
SMILES: Cc1ccc(O)cc1.CC
Energy relative to the best compared isomer or geometry (same formula, charge and spin), kcal/mol: 35.8
HOMO energy, eV: -8.60

Please write out number 1 again, unchanged.
C7H11N | ωB97M-V/def2-TZVPD

XYZ file:
```
19
C7H11N, DFT ωB97M-V/def2-TZVPD
C 1.297 0.608 0.233
C 0.825 -0.009 -1.053
C -0.554 0.218 -1.433
C -1.433 0.230 -0.166
C -0.948 -0.526 1.058
C 0.247 0.368 1.403
C -1.017 0.992 1.188
H 2.145 0.066 0.460
H 1.511 1.644 0.119
H 1.587 0.461 -1.750
H -0.819 1.098 -2.102
H -1.050 -0.550 -2.006
H -2.606 0.267 -0.314
H 0.726 -1.905 -0.118
H -1.337 -1.387 1.520
H 0.647 -0.050 2.394
H -1.650 1.365 2.037
H 1.521 -1.948 -1.781
N 1.261 -1.479 -0.834
```

Summary:
Orbital gap, eV: 9.7738
Calculated total energy, hartree: -327.93537
SMILES: N[C@H]1C[C@@H]2[C@@H]3[C@H](C1)[C@H]23
Energy relative to the best compared isomer or geometry (same formula, charge and spin), kcal/mol: 95.8
HOMO energy, eV: -8.64

Look up the orbital gap of the first one. 9.7738 eV